# 1
{"formula": "C6H14ClN2O2Zn", "method": "ωB97M-V with the def2-TZVPD basis set", "symbols": ["H", "H", "H", "H", "C", "H", "H", "H", "H", "H", "H", "H", "N", "C", "O", "C", "C", "H", "H", "H", "C", "N", "Zn", "C", "O", "Cl"], "positions_angstrom": [[1.778315, 0.249391, -3.480392], [3.910176, -2.880311, -1.671312], [-3.090722, 0.187454, 4.361678], [2.223820, 1.506040, -2.230109], [-3.676735, 0.814754, 3.696741], [-4.744688, 0.600669, 3.764213], [-1.820443, 1.980219, -0.053592], [-2.472199, 0.322959, -0.415778], [-3.604600, 1.855700, 4.008951], [2.377833, -0.974024, -1.022997], [-3.384279, 1.793541, -0.632971], [-3.734803, 2.292197, 1.548719], [-3.263090, 1.424483, 1.351386], [3.981598, -0.824684, -2.281078], [-2.508123, -0.534976, 2.076375], [4.612454, -2.049241, -1.610780], [-3.159854, 0.519019, 2.307177], [5.534552, -2.295458, -2.126583], [4.881966, -1.784462, -0.587039], [0.900604, 0.439661, -1.939023], [-2.663945, 1.291796, 0.023016], [2.762138, -0.494100, -1.815808], [-1.230007, -1.966987, 2.129164], [1.875305, 0.491495, -2.424986], [4.598147, -0.220741, -3.136932], [-0.083426, -1.744403, 0.161957]], "atomic_forces_ev_per_a": [[-0.043, 0.454, -0.100], [0.138, -0.125, 0.330], [-0.293, 0.024, 0.262], [0.199, 0.031, -0.490], [-0.195, -0.130, -0.395], [0.072, -0.416, 0.025], [0.425, -0.524, 0.222], [0.056, -0.352, 0.775], [0.351, 0.056, -0.298], [0.278, -0.316, -0.032], [-0.027, -0.345, -0.143], [-0.097, -0.026, 0.086], [0.295, -1.392, 0.305], [1.517, -0.635, 0.126], [0.180, -1.068, 0.123], [-0.257, 0.546, -0.178], [0.405, 1.410, 0.459], [-0.068, 0.003, -0.143], [-0.226, -0.263, 0.127], [-0.028, -0.309, -0.085], [-0.839, 2.064, -0.971], [-1.203, 0.401, 0.264], [0.414, 1.281, -2.285], [0.397, -0.097, 0.396], [-0.704, 0.302, -0.202], [-0.745, -0.574, 1.827]], "total_charge": 1, "homo_ev": -11.2, "gap_ev": 4.5, "e_above_lowest_ev": 0.715}

***

# 2
{"formula": "C2H4N2O2S", "method": "ωB97M-V with the def2-TZVPD basis set", "symbols": ["N", "H", "S", "O", "N", "H", "H", "H", "C", "C", "O"], "positions_angstrom": [[0.091441, 0.197545, 0.064591], [0.007351, 2.371193, -2.219057], [0.128395, -2.240538, 1.491158], [-0.328421, -0.822090, 2.108150], [0.170407, 1.385887, -1.953122], [0.998410, 0.914509, -2.391394], [0.656934, -2.703656, 2.818637], [-0.708087, 1.044846, 1.871522], [-0.308544, 0.234861, 1.343426], [-0.111982, 1.285398, -0.659854], [-0.812657, 2.119125, -0.151123]], "atomic_forces_ev_per_a": [[0.841, -4.594, 4.764], [0.252, -1.082, -0.179], [1.877, -2.979, 1.650], [-0.421, 1.294, 0.968], [2.332, 0.284, -2.546], [-1.336, 0.609, 0.844], [-1.070, 0.764, -2.522], [-0.377, 1.480, 0.393], [1.426, -0.521, -4.589], [-2.115, 1.236, 0.889], [-1.408, 3.510, 0.328]], "smiles": "NC(=O)/N=C/OS", "total_charge": 0, "homo_ev": -9.3, "gap_ev": 9.7, "e_above_lowest_ev": 2.040}

***

# 3
{"formula": "C13H37BrCuN5O4", "method": "ωB97M-V with the def2-TZVPD basis set", "symbols": ["H", "O", "H", "H", "C", "H", "C", "C", "H", "H", "H", "H", "H", "H", "H", "H", "H", "H", "N", "H", "N", "C", "H", "H", "H", "H", "C", "C", "C", "H", "H", "H", "O", "H", "H", "H", "H", "H", "H", "Cu", "Br", "C", "C", "H", "N", "N", "C", "H", "H", "O", "H", "H", "H", "C", "O", "H", "N", "H", "C", "H", "C"], "positions_angstrom": [[-1.399973, -5.090519, -1.250412], [-0.747093, -2.108849, 1.641323], [4.390892, -0.902415, 1.501125], [-0.575776, 2.803606, -3.454738], [-3.638817, 0.094064, -0.348707], [-3.507607, -0.152629, -2.205062], [2.654908, 0.109544, 2.064753], [4.149775, 0.132729, 1.742851], [-4.846437, 0.821640, -1.626619], [-0.330014, 0.674867, -2.235852], [-3.566018, 4.240214, -2.048638], [2.204212, -0.016845, 0.069672], [0.996702, -2.680761, -0.793450], [-3.134705, 5.545509, -3.090878], [2.038140, -1.332624, 0.854447], [-5.387987, 1.027319, 0.245769], [-1.213147, -4.217065, 1.268810], [-3.381836, 3.891366, -3.784705], [-4.548503, 0.529478, 0.505601], [2.707074, -1.934881, 3.236411], [-0.052821, 1.010127, -1.324338], [-0.584332, -3.363779, 1.014635], [-2.094678, 2.159201, -3.031498], [0.418867, -3.676228, 1.304561], [-1.548386, 2.335347, -0.651983], [1.264477, -0.975467, 3.385592], [0.422137, 3.200871, -0.801188], [-1.290330, 2.776913, -2.632047], [-0.558410, -4.417095, -1.412831], [0.346266, -4.866627, -1.003470], [-4.483269, 0.202493, 1.458975], [0.889427, 1.295927, -1.549235], [4.398655, 1.056845, 0.682318], [4.791091, 0.503394, 2.542493], [0.001828, -2.087071, -1.919800], [-1.746404, -2.644178, -0.729351], [1.083156, 2.972512, 0.034871], [1.128300, 3.408589, -1.605111], [-0.051044, 4.123854, -0.466079], [-0.567707, -0.412688, 0.505582], [-0.878515, 1.490285, 2.304779], [-0.815480, -3.152084, -0.477316], [-1.048892, -2.422765, 3.038549], [2.781827, -0.591473, 4.228963], [-3.893122, 0.500100, -1.537663], [1.823985, -0.349677, 0.944172], [2.347228, -0.906937, 3.280424], [-0.145398, -2.932362, 3.373378], [5.885200, 0.056043, -0.555042], [-2.694655, -0.543240, -0.017082], [-1.049863, -1.508538, 3.632090], [6.515820, 1.093667, 0.817533], [2.414543, 1.124637, 2.380851], [-0.667356, 2.297443, -1.292657], [-1.625033, 4.145788, -2.568898], [5.873438, 1.702590, -0.594949], [0.143502, -2.155806, -0.922153], [-0.357132, -4.229811, -2.467587], [-2.996191, 4.473833, -2.947982], [-1.949103, -3.023228, 3.169609], [5.704587, 0.894849, 0.117183]], "atomic_forces_ev_per_a": [[0.209, -0.314, -0.439], [-1.733, -0.134, 1.300], [0.595, -0.125, -0.328], [0.791, -0.774, 0.029], [-2.914, 2.064, 2.010], [-0.330, 0.499, -0.745], [0.575, -1.018, 2.251], [-0.084, 0.424, -0.484], [0.247, -0.080, -1.041], [-0.347, -1.349, -0.156], [-0.575, -0.126, -0.113], [0.128, 0.757, -0.262], [0.953, 0.586, -0.277], [0.586, -0.147, -0.302], [-0.244, -0.544, 0.193], [0.207, -0.174, 0.095], [-0.666, 0.596, 0.928], [0.303, 0.095, -0.174], [-1.062, 0.168, 2.808], [0.260, -0.036, -0.965], [-0.477, -1.644, -0.569], [0.283, -0.708, -2.219], [-0.383, -0.231, 0.630], [0.389, -0.303, -0.610], [0.128, -0.276, 0.623], [-0.019, 0.180, 0.160], [-0.198, 2.371, 0.288], [1.135, 0.945, -1.125], [-0.611, 0.347, 2.379], [0.046, -0.401, -0.096], [-0.145, 0.201, -0.105], [0.879, -0.811, 0.497], [0.007, -1.113, -0.628], [-0.362, -0.521, 0.673], [0.276, 0.398, -0.247], [-0.657, -0.759, 0.717], [-0.458, -1.099, 0.281], [-0.128, 0.286, -0.303], [0.301, 0.379, -0.430], [1.218, -0.208, -1.519], [0.050, -0.055, -0.038], [0.477, -0.755, -2.120], [1.242, 0.959, 0.392], [-0.173, 0.530, -0.087], [-0.249, 0.350, -4.316], [-0.343, -0.072, -0.348], [0.169, 1.188, -0.445], [-0.279, -0.495, 0.283], [-0.380, -0.812, 0.750], [4.855, -2.875, 1.452], [-0.465, 0.099, -0.298], [-0.137, -0.690, 0.473], [-0.552, -0.016, -0.116], [-1.379, 1.878, 0.669], [-1.130, 0.442, -0.147], [-0.558, 0.441, 0.065], [0.376, 0.832, 0.613], [-0.450, 0.403, 0.128], [0.362, -0.487, 1.536], [0.070, 0.183, -0.292], [0.374, 1.555, -0.878]], "s_squared": 2.005, "multiplicity": 3, "total_charge": 2, "homo_ev": [-14.5, -14.5], "gap_ev": [9.5, 4.2]}

***

# 4
{"formula": "C10H15INO4", "method": "ωB97M-V with the def2-TZVPD basis set", "symbols": ["H", "H", "C", "O", "H", "H", "H", "H", "C", "H", "C", "C", "H", "O", "H", "I", "C", "H", "N", "C", "O", "C", "H", "H", "H", "O", "H", "C", "C", "H", "C"], "positions_angstrom": [[0.921391, -1.813280, 2.815056], [0.795949, -1.853352, -0.886292], [3.023210, -0.959593, 1.622676], [-4.829202, 0.273236, -2.458142], [1.700285, -0.349052, -1.117111], [-0.382274, -1.054892, 1.899613], [1.311882, 0.171379, 1.014878], [2.560790, -1.868832, -0.786520], [1.662731, -1.282378, -0.535455], [4.589411, 0.274121, 2.055087], [-2.624233, 0.995332, -2.848547], [1.595343, -0.898490, 0.973789], [2.997623, -1.501196, 2.574539], [-4.640338, 0.342644, 0.219452], [0.299453, 1.917920, -2.404657], [2.746731, 1.529928, 3.301142], [-1.277829, 1.375655, -0.813315], [-2.273557, 1.061516, 1.100709], [3.620568, 0.412838, 1.768110], [-3.759802, 0.618317, -2.005731], [-0.189859, 1.688718, -0.354558], [-1.464190, 1.351465, -2.293625], [0.302046, -2.667598, 1.408721], [3.699068, -1.506414, 0.943593], [-5.347289, 0.127667, -0.414778], [-0.403230, 1.706072, -3.038579], [-2.769676, 0.971952, -3.919517], [0.521939, -1.666649, 1.794964], [-2.415394, 1.022848, 0.029508], [3.608220, 0.910692, 0.878504], [-3.579765, 0.669427, -0.523511]], "atomic_forces_ev_per_a": [[-0.392, 0.026, -0.259], [0.097, 0.193, 0.260], [-0.935, -0.938, -1.187], [-0.205, -0.067, 0.304], [0.013, -0.392, -0.063], [0.098, -0.392, -0.248], [-0.052, -0.395, -0.027], [-0.337, 0.102, 0.143], [0.150, 0.449, 0.032], [0.118, 0.305, -0.146], [-0.306, -0.123, 0.039], [0.172, 0.174, -0.031], [0.258, 0.610, 0.023], [0.388, 0.101, -0.655], [0.177, 0.120, 0.025], [-0.111, 0.215, -0.057], [-0.567, -0.132, 0.667], [-0.051, 0.014, -0.002], [0.247, -0.805, 0.694], [0.305, 0.131, -0.768], [0.368, -0.014, -0.203], [0.190, 0.110, -0.772], [-0.053, 0.334, -0.110], [-0.081, 0.250, 0.329], [-0.215, -0.064, -0.002], [-0.268, -0.161, 0.543], [0.016, 0.005, 0.007], [0.846, 0.199, 0.580], [0.662, 0.153, -0.056], [-0.126, 0.114, 0.022], [-0.404, -0.122, 0.918]], "total_charge": 1, "homo_ev": -12.0, "gap_ev": 6.4}

***

# 5
{"formula": "C20H44BrNO13P3S", "method": "ωB97M-V with the def2-TZVPD basis set", "symbols": ["O", "H", "C", "C", "H", "N", "P", "C", "O", "O", "H", "O", "H", "C", "H", "H", "H", "C", "C", "H", "H", "H", "C", "H", "H", "P", "C", "C", "H", "H", "H", "Br", "C", "C", "O", "O", "C", "H", "O", "H", "H", "H", "P", "C", "H", "O", "H", "H", "C", "H", "O", "H", "H", "O", "H", "O", "H", "O", "C", "H", "H", "H", "O", "S", "H", "C", "H", "H", "H", "H", "H", "C", "H", "H", "C", "H", "H", "H", "C", "H", "H", "H", "C"], "positions_angstrom": [[0.253685, 2.498549, 0.640126], [-6.150140, 8.583516, 0.326656], [-3.499361, 1.472742, 0.035768], [-4.059889, 6.537545, -0.231478], [4.577702, -5.018331, -1.045392], [-3.429238, 0.122032, -0.592613], [-3.600816, 2.876808, -1.175312], [-3.091839, -0.489550, 1.869250], [-1.041965, 1.628486, -1.320312], [-4.958955, 3.419473, -1.121317], [4.887675, -3.724639, 0.099427], [0.127718, -4.599633, 3.886598], [-3.135501, 6.176915, 0.226717], [-5.243627, 6.215348, 0.657507], [1.657744, -0.367003, -4.332794], [5.337676, -0.253573, -7.792895], [4.251532, -5.183475, 4.121844], [-2.355483, 1.575914, 1.013542], [4.073766, -1.771669, -6.947887], [3.983456, -2.061279, -1.621277], [0.237028, -0.225466, -0.524907], [3.724873, -1.525080, 0.311245], [4.377317, -4.190333, 4.553222], [2.578736, 0.786080, -5.311697], [-2.645729, 3.859747, -0.862708], [-2.134093, -1.777904, 2.894225], [3.669286, -0.931352, -4.686735], [4.295936, -0.568678, -7.839716], [4.487823, -3.488503, 3.726093], [3.686392, 0.280757, -7.530912], [-5.318229, 5.138759, 0.791503], [-4.943338, -0.504859, 2.539760], [1.965128, -2.784049, -0.043656], [-5.405893, 8.016754, 2.314039], [-5.076238, 6.748676, 1.971120], [1.983069, -3.718686, 4.656233], [3.764911, -3.121261, -1.655896], [3.046535, -2.135805, -6.988440], [2.449919, -3.390615, -1.128053], [-3.819907, -1.727272, 0.322428], [5.795516, -3.784903, -1.416457], [-1.416581, -2.620875, 2.017641], [-0.765843, 1.438934, 0.108123], [1.200510, -4.782275, 4.394465], [-4.818974, 9.564342, 0.973970], [-2.474686, 0.724343, 2.116659], [4.708011, -2.592953, -7.274164], [-4.342960, -0.089758, -0.998204], [1.720710, -6.175082, 4.664816], [2.171082, -6.564746, 3.753021], [4.032468, -0.893846, -3.539586], [3.069176, -4.463081, 6.270919], [-2.372283, 2.592998, 1.398643], [4.466134, -1.512693, -5.593182], [0.877740, -6.804279, 4.937364], [-0.116908, 0.032590, 0.350439], [2.309144, -1.162804, 1.280637], [0.807095, -2.953086, 0.256602], [-3.075164, -0.953899, 0.412118], [-2.758955, 0.085615, -1.371079], [3.257489, -2.612258, 1.636036], [4.048594, -0.811008, -8.872814], [-5.371325, 8.325598, 3.469272], [-0.978962, -0.967434, 4.217266], [-4.179610, 6.067618, -1.208205], [4.820056, -3.958483, -0.963617], [-0.096136, 3.038940, 1.369315], [-4.413155, 1.503325, 0.613539], [3.716171, -3.391605, -2.706450], [-3.291272, 2.411157, -2.465618], [3.345957, -2.799692, 5.815334], [-5.726750, 9.019260, 1.228807], [-2.132153, -1.427766, 0.178222], [-3.943792, 7.610597, -0.379297], [2.885638, -1.972054, 0.837553], [-6.188334, 6.537731, 0.219682], [-3.079896, -2.556985, 3.571490], [2.442262, -6.233457, 5.475500], [3.194114, -3.800050, 5.414626], [1.945524, -0.710336, -6.025523], [-6.458134, 9.719443, 1.622454], [5.294956, -4.185346, 5.140829], [2.385858, -0.270818, -5.134455]], "atomic_forces_ev_per_a": [[-0.404, 0.497, 1.055], [0.143, -0.019, -0.041], [0.866, -0.002, -0.129], [0.072, 0.079, -0.015], [0.026, -0.003, -0.072], [-0.419, -0.513, -0.344], [-0.494, 0.651, -0.788], [0.096, -0.747, -0.223], [-0.807, 0.003, -1.008], [-0.882, 0.163, 0.211], [0.057, 0.071, -0.013], [-0.132, 0.113, -0.078], [-0.018, -0.016, 0.021], [0.079, 0.039, -0.137], [0.090, 0.117, 0.103], [0.028, -0.057, -0.038], [0.022, -0.038, 0.066], [0.495, 0.452, 0.149], [-0.052, 0.103, -0.279], [-0.033, 0.057, 0.047], [0.104, -0.457, 0.461], [0.085, -0.149, 0.012], [-0.091, -0.098, -0.123], [0.022, 0.011, -0.013], [0.428, -0.507, 0.197], [1.465, 0.059, 2.090], [0.020, 0.271, -0.129], [-0.003, 0.130, 0.129], [0.036, 0.066, 0.049], [-0.067, -0.025, -0.038], [-0.041, -0.003, 0.071], [-0.016, 0.269, -0.105], [0.338, -0.144, 0.329], [0.089, 0.267, -0.150], [-0.039, -0.220, 0.190], [-0.140, 0.217, 0.023], [0.400, -0.260, 0.225], [-0.030, 0.053, 0.051], [-0.274, 0.050, -0.208], [-0.243, -0.263, -0.076], [-0.006, 0.016, -0.028], [-0.479, 0.067, -0.399], [0.683, 0.295, -0.535], [0.141, -0.205, -0.128], [0.019, 0.000, 0.003], [-0.166, -0.284, 0.050], [0.061, -0.020, 0.130], [-0.030, -0.034, 0.044], [-0.084, 0.013, 0.430], [0.010, 0.009, -0.019], [-0.050, 0.113, -0.094], [-0.017, -0.057, -0.035], [-0.097, 0.226, 0.250], [0.092, -0.247, 0.139], [-0.067, 0.002, -0.172], [0.019, -0.329, -0.029], [-0.094, -0.146, 0.157], [-0.332, 0.175, -0.224], [-0.463, -0.367, 0.442], [0.192, 0.429, 0.154], [-0.027, -0.023, 0.020], [0.008, -0.023, -0.004], [0.021, -0.096, 0.070], [-0.150, 0.174, -0.395], [-0.051, -0.002, 0.004], [-0.141, -0.084, 0.156], [0.540, -0.012, -0.118], [-0.427, 0.140, -0.045], [-0.179, -0.006, -0.011], [0.451, -0.362, 0.284], [-0.117, 0.047, -0.040], [-0.384, -0.172, -0.096], [0.457, 0.389, -0.333], [-0.034, 0.009, -0.035], [-0.016, 0.409, -0.255], [0.017, 0.066, -0.017], [-0.403, -0.131, -0.734], [0.111, 0.032, -0.104], [0.226, -0.070, 0.021], [0.098, 0.092, -0.090], [0.122, 0.080, 0.118], [0.003, 0.021, 0.006], [-0.233, -0.351, -0.012]], "total_charge": 1, "homo_ev": -11.1, "gap_ev": 8.0, "e_above_lowest_ev": 0.972}